No. 1
C5H9P | ωB97M-V/def2-TZVPD

```
15
Properties=species:S:1:pos:R:3:forces:R:3:mulliken_charge:R:1
C 0.510014 0.335187 0.027809 -1.4612 0.3859 0.0390 0.229
C -0.959258 -0.209554 -0.068582 -0.1949 -0.0081 0.1556 0.528
C 0.747443 1.767904 0.416413 0.0869 -0.1296 -0.0553 -1.386
C -1.092975 -1.632457 0.457421 -0.0604 -0.0084 -0.0127 -1.620
C -0.080759 -0.008918 -1.294816 0.0789 -0.0435 -0.1095 -0.883
P -2.629827 0.643680 -0.001282 1.5303 -0.1151 0.0136 0.089
H 1.705209 2.117653 0.031334 0.0472 0.0865 -0.0094 0.353
H 0.757123 1.866112 1.501454 -0.0110 0.0912 0.0316 0.325
H -0.042218 2.403005 0.019161 -0.0202 0.0922 -0.0121 0.314
H -1.006850 -1.635606 1.545670 -0.0322 -0.0709 -0.0102 0.334
H -0.313781 -2.278828 0.048580 0.0355 -0.0186 0.0135 0.313
H -2.063628 -2.057524 0.196112 0.0644 -0.1168 -0.0166 0.514
H 0.264986 -0.889529 -1.818752 -0.0323 -0.1199 0.0051 0.232
H 1.194744 -0.378039 0.467008 -0.0390 -0.1455 -0.0175 0.346
H -0.336532 0.810647 -1.951775 0.0081 0.1207 -0.0151 0.313
```
Positions in Å, forces in eV/Å.

Its charge is 0. The value obtained for the highest occupied orbital energy (alpha / beta) is -7.844 / -8.001 eV. Its energy above the lowest of the compared OMol25 structures with the same formula, charge and spin is 45.22 kcal per mole. The value obtained for the frontier orbital gap (alpha / beta) is 6.9 / 7.0 eV.

No. 2
C6H12N2 | ωB97M-V/def2-TZVPD

```
20
Properties=species:S:1:pos:R:3:forces:R:3:mulliken_charge:R:1
C -1.985531 -0.097960 -0.540281 1.2327 2.3528 -0.4775 -1.418
C -0.598715 -0.498903 -1.075089 -1.5331 0.6936 4.0393 -0.871
C 0.334985 -0.496663 0.112003 1.6917 1.9603 1.5629 1.082
C 0.141968 -1.711068 1.100718 0.3512 3.4982 -0.2503 -1.804
C 1.737573 -0.671854 -0.269695 0.3139 -0.0157 -1.2038 -0.181
N 2.789685 -0.910003 -0.678920 -0.2728 0.2492 0.3987 -0.535
N 0.258016 1.155568 0.709828 -0.5441 -5.0023 -0.0159 -0.341
C 1.021471 2.098315 -0.062109 -1.7389 -0.1007 1.5087 -0.951
H -2.666100 -0.819038 -0.325163 -1.2358 -3.0654 1.1846 0.447
H -2.632378 0.430298 -1.187754 -0.0738 0.9868 -1.6891 0.406
H -1.941116 0.617856 0.288696 0.4305 -0.5235 0.0196 0.368
H -0.533023 -1.434947 -1.458609 -0.3098 -2.9723 -1.4172 0.620
H -0.124090 0.111828 -1.724390 0.6753 2.3917 -2.5013 0.471
H -0.063220 -2.557912 0.550097 0.0478 -1.9377 -1.2432 0.434
H 0.928062 -1.795816 1.815104 0.7909 -0.2715 0.1855 0.427
H -0.709365 -1.490871 1.631058 -2.2878 0.3285 1.5015 0.548
H 0.551001 0.994521 1.656361 0.5093 0.4756 0.4399 0.262
H 2.049969 2.012461 -0.103350 2.3653 -1.0275 -0.6463 0.371
H 0.504303 2.086911 -0.995766 0.1993 0.9487 -0.8918 0.308
H 0.936510 2.977279 0.557262 -0.6121 1.0312 -0.5044 0.356
```
Positions in Å, forces in eV/Å.

Its SMILES is CC[C@@](C)(C#N)NC. Its charge is 0. The value obtained for the highest occupied orbital energy is -9.367 eV. Its energy above the lowest of the compared OMol25 structures with the same formula, charge and spin is 64.67 kcal per mole. The value obtained for the frontier orbital gap is 10.3 eV.